Entry 1:
ORCA calculation (the ωB97M-V functional and the def2-TZVPD basis) on a molecular structure, C48H43AsN3O6PReS3.

Summary:
* net charge: 0
* multiplicity: 2
* F_max: 2.3 eV/A
* orbital gap (spin up / spin down): 4.882 / 5.386 eV
* HOMO (spin up / spin down): -6.95 / -6.95 eV

Last column: Löwdin spin population.
Positions of all 106 atoms, in Å:
Re (-1.30, -0.23, 0.42)  0.92
S (0.11, -0.59, 2.35)  -0.02
C (0.24, 0.73, 3.52)  0.00
C (-0.06, 0.46, 4.85)  0.00
C (0.22, 1.40, 5.82)  0.00
C (0.84, 2.59, 5.47)  0.00
C (1.14, 2.86, 4.15)  0.00
C (0.82, 1.95, 3.15)  0.00
As (1.05, 2.26, 1.23)  0.00
C (0.66, 4.14, 0.88)  0.00
C (0.20, 5.08, 1.79)  0.00
C (-0.20, 6.32, 1.34)  0.00
C (-0.18, 6.62, -0.01)  0.00
C (0.22, 5.67, -0.93)  0.00
C (0.64, 4.43, -0.48)  0.00
C (2.99, 2.12, 1.04)  0.00
C (3.59, 0.96, 1.51)  0.00
C (4.90, 0.65, 1.18)  0.00
C (5.62, 1.51, 0.36)  0.00
C (5.03, 2.67, -0.10)  0.00
C (3.72, 2.98, 0.22)  0.00
H (-0.49, -0.50, 5.11)  0.00
H (-0.03, 1.20, 6.85)  0.00
H (1.08, 3.31, 6.24)  0.00
H (1.65, 3.78, 3.89)  0.00
H (0.14, 4.85, 2.84)  0.00
H (-0.54, 7.06, 2.06)  0.00
H (-0.51, 7.59, -0.35)  0.00
H (0.19, 5.88, -1.99)  0.00
H (0.93, 3.66, -1.19)  0.00
H (3.01, 0.29, 2.13)  0.00
H (5.34, -0.26, 1.55)  0.00
H (6.63, 1.27, 0.08)  0.00
H (5.59, 3.34, -0.75)  0.00
H (3.26, 3.89, -0.15)  0.00
C (-0.20, -5.59, 2.29)  0.00
C (-1.33, -4.61, 2.21)  0.00
C (-2.32, -4.74, 1.24)  0.00
C (-3.29, -3.76, 1.10)  0.00
C (-3.28, -2.67, 1.94)  0.01
C (-2.36, -2.57, 2.96)  0.00
C (-1.39, -3.54, 3.10)  0.00
S (-4.32, -1.26, 1.63)  0.00
O (-5.28, -1.56, 0.61)  0.00
O (-4.84, -0.75, 2.87)  0.00
N (-3.19, -0.16, 1.05)  -0.03
C (-3.78, 1.16, 1.12)  0.00
C (-2.74, 2.25, 0.87)  0.01
O (-3.02, 3.43, 0.91)  0.01
O (-1.56, 1.79, 0.63)  0.04
H (-0.02, -6.04, 1.31)  0.00
H (-0.42, -6.39, 2.99)  0.00
H (0.71, -5.10, 2.62)  0.00
H (-2.30, -5.58, 0.58)  0.00
H (-4.03, -3.81, 0.31)  0.00
H (-2.41, -1.71, 3.62)  0.00
H (-0.64, -3.46, 3.87)  0.00
H (-4.23, 1.31, 2.11)  0.00
H (-4.58, 1.24, 0.38)  0.00
O (2.38, -0.09, -1.73)  0.00
C (1.17, 0.02, -1.62)  0.00
O (0.59, 0.13, -0.48)  0.01
C (0.29, -0.06, -2.86)  0.00
P (-0.99, 1.31, -3.02)  0.00
C (-1.20, 0.90, -4.82)  0.00
C (-1.65, -0.34, -5.26)  0.00
C (-1.56, -0.69, -6.59)  0.00
C (-1.06, 0.21, -7.52)  0.00
C (-0.67, 1.47, -7.10)  0.00
C (-0.74, 1.81, -5.76)  0.00
C (-2.57, 0.53, -2.46)  0.00
C (-3.64, 1.42, -2.32)  0.00
C (-4.93, 0.95, -2.14)  0.00
C (-5.19, -0.41, -2.10)  0.00
C (-4.13, -1.30, -2.21)  0.00
C (-2.84, -0.84, -2.36)  0.00
H (-0.23, -1.02, -2.86)  0.00
H (0.95, -0.01, -3.73)  0.00
H (-2.05, -1.05, -4.55)  0.00
H (-1.88, -1.67, -6.90)  0.00
H (-0.98, -0.08, -8.55)  0.00
H (-0.29, 2.18, -7.82)  0.00
H (-0.41, 2.79, -5.44)  0.00
H (-3.45, 2.49, -2.36)  0.00
H (-5.74, 1.67, -2.04)  0.00
H (-6.19, -0.78, -1.98)  0.00
H (-4.31, -2.36, -2.18)  0.00
H (-2.05, -1.57, -2.46)  0.00
N (1.34, -3.00, -1.84)  0.01
C (0.88, -2.67, -0.62)  0.01
S (-0.84, -2.53, -0.44)  0.04
N (1.67, -2.58, 0.43)  0.01
C (3.03, -2.85, 0.61)  0.00
C (3.55, -2.52, 1.87)  0.00
C (4.88, -2.77, 2.16)  0.00
C (5.71, -3.34, 1.21)  0.00
C (5.20, -3.69, -0.02)  0.00
C (3.86, -3.48, -0.32)  0.00
H (0.66, -3.02, -2.58)  0.00
H (2.26, -2.66, -2.09)  0.00
H (1.23, -2.17, 1.25)  0.00
H (2.90, -2.08, 2.61)  0.00
H (5.25, -2.54, 3.15)  0.00
H (6.75, -3.53, 1.44)  0.00
H (5.83, -4.14, -0.77)  0.00
H (3.47, -3.85, -1.25)  0.00

=====

Entry 2:
ORCA calculation (the ωB97M-V functional and the def2-TZVPD basis) on a molecular structure, C48H44AsBrN2O2PRuS.

Summary:
* net charge: 0
* multiplicity: 2
* relative energy (zero: lowest compared OMol25 entry of this formula, charge and spin): 0.962 eV
* F_max: 2.0 eV/A
* orbital gap (spin up / spin down): 6.926 / 6.615 eV
* HOMO (spin up / spin down): -6.58 / -6.68 eV

Last column: Löwdin spin population.
Positions of all 101 atoms, in Å:
Ru (0.95, 0.38, 0.28)  0.86
S (-0.89, 2.74, 3.63)  0.01
C (-1.69, 3.23, 2.22)  -0.01
C (-1.21, 2.59, 1.12)  0.00
C (-0.14, 1.68, 1.40)  -0.02
C (0.09, 1.64, 2.73)  0.03
C (1.02, 0.67, 3.30)  0.00
C (1.32, 0.58, 4.65)  0.00
C (2.19, -0.40, 5.09)  0.00
C (2.74, -1.27, 4.17)  0.00
C (2.40, -1.11, 2.84)  0.00
N (1.55, -0.18, 2.41)  0.00
H (-2.49, 3.95, 2.29)  0.00
H (-1.63, 2.76, 0.14)  0.00
H (0.88, 1.29, 5.34)  0.00
H (2.45, -0.48, 6.14)  0.00
H (3.43, -2.05, 4.47)  0.00
H (2.81, -1.76, 2.09)  0.00
N (4.27, -0.26, 0.45)  0.01
C (3.95, 1.08, 0.26)  0.02
C (5.02, 1.96, 0.04)  0.00
C (4.83, 3.33, -0.02)  0.02
C (3.56, 3.84, 0.16)  0.00
C (2.49, 2.96, 0.32)  0.02
C (2.62, 1.57, 0.34)  -0.01
P (0.36, 1.64, -1.73)  -0.01
C (-1.24, 1.27, -2.54)  0.00
C (-1.68, 1.95, -3.69)  0.00
C (-2.92, 1.65, -4.24)  0.00
C (-3.73, 0.69, -3.66)  0.00
C (-3.30, 0.01, -2.53)  0.00
C (-2.06, 0.30, -1.97)  0.00
C (0.50, 3.42, -2.05)  0.00
C (-0.56, 4.30, -1.81)  0.00
C (-0.40, 5.66, -1.98)  0.00
C (0.82, 6.17, -2.40)  0.00
C (1.89, 5.31, -2.62)  0.00
C (1.73, 3.95, -2.43)  0.00
H (5.17, -0.57, 0.12)  0.00
H (3.52, -0.92, 0.33)  0.00
H (6.02, 1.55, -0.06)  0.00
H (5.67, 3.99, -0.18)  0.00
H (3.38, 4.92, 0.15)  0.00
H (1.51, 3.39, 0.47)  0.00
H (-1.06, 2.72, -4.14)  0.00
H (-3.25, 2.18, -5.13)  0.00
H (-4.70, 0.47, -4.09)  0.00
H (-3.93, -0.74, -2.08)  0.00
H (-1.72, -0.20, -1.07)  0.00
H (-1.53, 3.91, -1.51)  0.00
H (-1.24, 6.33, -1.80)  0.00
H (0.94, 7.24, -2.54)  0.00
H (2.85, 5.70, -2.93)  0.00
H (2.57, 3.28, -2.58)  0.00
C (0.91, -0.18, -4.70)  0.00
C (1.55, 1.07, -4.14)  0.00
C (3.02, 1.16, -4.51)  0.00
O (1.50, 1.02, -2.70)  0.00
H (0.99, -0.18, -5.79)  0.00
H (1.42, -1.05, -4.30)  0.00
H (-0.14, -0.25, -4.43)  0.00
H (1.02, 1.97, -4.49)  0.00
H (3.55, 0.31, -4.08)  0.00
H (3.47, 2.08, -4.12)  0.00
H (3.14, 1.15, -5.59)  0.00
Br (1.68, -1.62, -1.06)  0.06
O (-0.95, -0.81, 0.60)  0.01
As (-1.41, -2.28, 1.23)  0.00
C (-2.40, -1.93, 2.82)  0.00
C (-3.29, -0.86, 2.73)  0.00
C (-4.05, -0.50, 3.83)  0.00
C (-3.92, -1.20, 5.03)  0.00
C (-3.03, -2.26, 5.12)  0.00
C (-2.28, -2.64, 4.01)  0.00
C (-2.62, -3.08, -0.02)  0.00
C (-3.73, -3.80, 0.40)  0.00
C (-4.54, -4.43, -0.54)  0.00
C (-4.23, -4.34, -1.89)  0.00
C (-3.12, -3.61, -2.31)  0.00
C (-2.31, -2.98, -1.37)  0.00
C (-0.09, -3.62, 1.56)  0.00
C (0.18, -4.57, 0.58)  0.00
C (1.14, -5.54, 0.80)  0.00
C (1.83, -5.57, 2.00)  0.00
C (1.56, -4.63, 2.98)  0.00
C (0.60, -3.65, 2.77)  0.00
H (-3.38, -0.31, 1.80)  0.00
H (-4.75, 0.33, 3.76)  0.00
H (-4.50, -0.91, 5.89)  0.00
H (-2.93, -2.81, 6.05)  0.00
H (-1.61, -3.49, 4.08)  0.00
H (-3.96, -3.87, 1.46)  0.00
H (-5.40, -4.99, -0.21)  0.00
H (-4.86, -4.83, -2.62)  0.00
H (-2.89, -3.54, -3.36)  0.00
H (-1.44, -2.42, -1.69)  0.00
H (-0.35, -4.53, -0.37)  0.00
H (1.36, -6.26, 0.03)  0.00
H (2.58, -6.33, 2.17)  0.00
H (2.11, -4.64, 3.92)  0.00
H (0.41, -2.90, 3.52)  0.00

=====

Entry 3:
ORCA calculation (the ωB97M-V functional and the def2-TZVPD basis) on a molecular structure, C48H44AsGeIrN3P2SSe2.

Summary:
* net charge: -2
* multiplicity: 6
* relative energy (zero: lowest compared OMol25 entry of this formula, charge and spin): 0.881 eV
* F_max: 1.1 eV/A
* orbital gap (spin up / spin down): 3.617 / 5.984 eV
* HOMO (spin up / spin down): 0.48 / -2.05 eV

Last column: Löwdin spin population.
Positions of all 103 atoms, in Å:
Ir (0.36, -0.39, -1.21)  1.76
Se (-3.48, 3.39, 3.73)  0.02
P (-1.53, 3.99, 3.11)  0.05
C (-1.65, 5.39, 1.96)  0.01
C (-2.08, 6.62, 2.46)  0.00
C (-2.31, 7.68, 1.59)  0.00
C (-2.18, 7.51, 0.22)  0.00
C (-1.81, 6.27, -0.28)  0.00
C (-1.55, 5.21, 0.58)  0.01
C (-0.54, 4.53, 4.51)  0.08
C (0.20, 5.72, 4.54)  0.03
C (0.92, 6.08, 5.67)  0.05
C (0.95, 5.23, 6.79)  0.11
C (0.24, 4.03, 6.76)  0.02
C (-0.50, 3.68, 5.64)  0.10
C (-0.74, 2.68, 2.13)  0.07
C (0.46, 2.57, 1.38)  0.07
N (0.38, 1.49, 0.59)  0.18
N (-0.79, 0.93, 0.93)  0.06
N (-1.50, 1.61, 1.85)  0.10
P (2.05, 3.39, 1.57)  0.05
Se (3.62, 2.27, 0.63)  0.04
C (2.29, 3.50, 3.32)  0.09
C (3.17, 4.45, 3.88)  0.07
C (3.59, 4.32, 5.20)  0.02
C (3.19, 3.23, 5.98)  0.10
C (2.36, 2.26, 5.40)  0.04
C (1.92, 2.38, 4.10)  0.04
C (2.00, 5.07, 0.86)  0.01
C (1.82, 6.21, 1.63)  0.01
C (1.79, 7.47, 1.03)  0.00
C (1.90, 7.58, -0.35)  0.00
C (2.03, 6.44, -1.13)  0.00
C (2.08, 5.19, -0.53)  0.00
H (-2.22, 6.73, 3.53)  0.00
H (-2.63, 8.64, 1.99)  0.00
H (-2.36, 8.34, -0.46)  0.00
H (-1.72, 6.12, -1.35)  0.00
H (-1.27, 4.24, 0.18)  0.00
H (0.21, 6.37, 3.68)  0.00
H (1.48, 7.01, 5.68)  0.01
H (1.52, 5.50, 7.67)  0.01
H (0.26, 3.37, 7.62)  0.00
H (-1.09, 2.77, 5.62)  0.01
H (3.55, 5.27, 3.28)  0.01
H (4.26, 5.07, 5.62)  0.00
H (3.53, 3.13, 7.00)  0.01
H (2.05, 1.39, 5.99)  0.00
H (1.30, 1.60, 3.67)  0.00
H (1.71, 6.13, 2.70)  0.00
H (1.67, 8.35, 1.64)  0.00
H (1.87, 8.56, -0.82)  0.00
H (2.10, 6.52, -2.21)  0.00
H (2.22, 4.29, -1.12)  0.00
C (-1.16, -0.23, 0.27)  0.56
Ge (-2.35, -1.35, 1.29)  0.07
C (-2.17, -3.09, 0.37)  0.00
C (-3.21, -3.73, -0.31)  0.00
C (-2.99, -4.91, -1.02)  0.00
C (-1.72, -5.48, -1.06)  0.00
C (-0.67, -4.84, -0.40)  0.00
C (-0.89, -3.66, 0.29)  0.00
C (-1.61, -1.53, 3.12)  0.02
C (-0.92, -2.67, 3.54)  0.00
C (-0.31, -2.72, 4.79)  0.00
C (-0.41, -1.64, 5.66)  0.00
C (-1.13, -0.52, 5.28)  0.00
C (-1.73, -0.46, 4.02)  0.00
C (-4.25, -0.98, 1.58)  0.01
C (-4.76, 0.32, 1.61)  0.00
C (-6.10, 0.54, 1.89)  0.00
C (-6.95, -0.53, 2.13)  0.00
C (-6.46, -1.83, 2.12)  0.00
C (-5.11, -2.05, 1.85)  0.00
H (-4.20, -3.30, -0.32)  0.00
H (-3.81, -5.39, -1.55)  0.00
H (-1.54, -6.39, -1.61)  0.00
H (0.33, -5.26, -0.44)  0.00
H (-0.06, -3.15, 0.76)  0.00
H (-0.86, -3.53, 2.89)  0.00
H (0.24, -3.61, 5.09)  0.00
H (0.09, -1.67, 6.62)  0.00
H (-1.23, 0.31, 5.97)  0.00
H (-2.29, 0.43, 3.74)  0.00
H (-4.09, 1.16, 1.44)  0.00
H (-6.48, 1.56, 1.93)  0.00
H (-8.00, -0.35, 2.34)  0.00
H (-7.12, -2.66, 2.32)  0.00
H (-4.72, -3.07, 1.87)  0.00
C (4.08, -0.50, -2.13)  0.01
As (2.56, -1.43, -1.34)  0.11
C (2.57, -2.96, -2.55)  0.01
C (3.50, -2.23, 0.18)  0.04
H (4.84, -1.22, -2.45)  0.00
H (4.51, 0.19, -1.40)  0.00
H (3.73, 0.07, -2.99)  0.00
H (3.53, -3.48, -2.51)  0.00
H (2.39, -2.57, -3.55)  0.01
H (1.75, -3.64, -2.31)  0.00
H (4.37, -2.80, -0.17)  0.01
H (2.83, -2.89, 0.74)  0.00
H (3.83, -1.43, 0.84)  0.00
S (-0.16, -0.58, -3.36)  0.90

=====

Entry 4:
ORCA calculation (the ωB97M-V functional and the def2-TZVPD basis) on a molecular structure, C48H44AsN5O7PdSSi.

Summary:
* net charge: 0
* multiplicity: 3
* relative energy (zero: lowest compared OMol25 entry of this formula, charge and spin): 0.951 eV
* F_max: 0.5 eV/A
* orbital gap (spin up / spin down): 6.003 / 6.633 eV
* HOMO (spin up / spin down): -7.18 / -7.96 eV

Last column: Löwdin spin population.
Positions of all 108 atoms, in Å:
Pd (-0.05, -0.62, 0.49)  0.00
C (-0.46, -1.04, -1.42)  0.00
Si (-0.05, -2.82, -1.72)  0.00
C (-0.61, -3.53, -0.06)  0.00
N (-0.19, -2.65, 1.07)  0.00
C (-1.16, -2.74, 2.19)  0.00
C (-1.30, -4.16, 2.74)  0.00
C (0.07, -4.86, 2.85)  0.00
C (1.18, -3.82, 2.86)  0.00
C (1.19, -3.00, 1.57)  0.00
C (1.78, -3.09, -2.08)  0.00
C (2.46, -4.24, -1.69)  0.00
C (3.80, -4.43, -2.01)  0.00
C (4.48, -3.47, -2.74)  0.00
C (3.81, -2.33, -3.16)  0.00
C (2.48, -2.15, -2.83)  0.00
C (-1.05, -3.64, -3.08)  0.00
C (-0.45, -4.39, -4.09)  0.00
C (-1.22, -4.99, -5.08)  0.00
C (-2.60, -4.84, -5.07)  0.00
C (-3.21, -4.10, -4.07)  0.00
C (-2.44, -3.50, -3.08)  0.00
H (-1.53, -0.87, -1.55)  0.00
H (0.08, -0.30, -2.02)  0.00
H (-0.37, -4.58, 0.15)  0.00
H (-1.71, -3.47, -0.12)  0.00
H (-2.12, -2.36, 1.83)  0.00
H (-0.81, -2.05, 2.96)  0.00
H (-1.98, -4.74, 2.12)  0.00
H (-1.77, -4.08, 3.72)  0.00
H (0.22, -5.54, 2.01)  0.00
H (0.11, -5.48, 3.75)  0.00
H (2.16, -4.28, 2.97)  0.00
H (1.05, -3.15, 3.71)  0.00
H (1.68, -3.55, 0.76)  0.00
H (1.74, -2.08, 1.73)  0.00
H (1.95, -5.01, -1.12)  0.00
H (4.32, -5.33, -1.68)  0.00
H (5.53, -3.60, -2.98)  0.00
H (4.34, -1.57, -3.73)  0.00
H (1.97, -1.25, -3.16)  0.00
H (0.62, -4.51, -4.12)  0.00
H (-0.75, -5.56, -5.86)  0.00
H (-3.21, -5.31, -5.84)  0.00
H (-4.29, -3.98, -4.05)  0.00
H (-2.94, -2.92, -2.32)  0.00
C (7.77, -1.24, -0.59)  0.00
C (7.28, -0.03, -1.08)  0.00
C (5.95, 0.31, -0.90)  0.00
C (5.09, -0.55, -0.24)  0.00
C (5.57, -1.76, 0.24)  0.00
C (6.91, -2.10, 0.08)  0.00
As (3.19, -0.21, 0.02)  0.00
C (2.96, 1.54, -0.78)  0.06
C (2.89, 1.86, -2.12)  -0.01
C (2.62, 3.16, -2.52)  0.07
C (2.39, 4.14, -1.57)  -0.01
C (2.44, 3.84, -0.22)  0.06
C (2.73, 2.54, 0.19)  0.01
C (2.80, 2.08, 1.56)  0.25
C (2.54, 2.87, 2.71)  0.00
C (2.56, 2.34, 3.95)  0.19
C (2.84, 0.90, 4.19)  0.08
C (3.22, 0.14, 2.96)  0.21
C (3.15, 0.71, 1.73)  0.00
H (8.81, -1.50, -0.72)  0.00
H (7.95, 0.64, -1.60)  0.00
H (5.58, 1.26, -1.28)  0.00
H (4.90, -2.47, 0.73)  0.00
H (7.28, -3.05, 0.46)  0.00
H (3.05, 1.09, -2.87)  0.00
H (2.57, 3.40, -3.57)  0.00
H (2.17, 5.16, -1.88)  0.00
H (2.26, 4.62, 0.51)  0.00
H (2.31, 3.93, 2.60)  0.00
H (2.35, 2.95, 4.81)  0.01
H (3.58, 0.78, 4.99)  0.02
H (3.44, -0.92, 3.09)  0.01
O (-4.05, 4.23, 3.67)  0.00
N (-3.13, 3.90, 4.41)  0.00
O (-3.04, 4.24, 5.57)  -0.01
C (-2.14, 2.98, 3.88)  0.01
C (-2.14, 2.72, 2.53)  0.07
C (-1.22, 1.80, 2.05)  0.01
C (-0.32, 1.04, 2.88)  0.02
O (0.31, 0.03, 2.47)  0.02
C (-0.28, 1.51, 4.25)  -0.02
C (-1.19, 2.43, 4.73)  0.10
N (0.68, 1.05, 5.16)  0.34
O (1.63, 0.17, 4.72)  0.07
O (0.77, 1.47, 6.33)  0.42
N (-1.16, 1.69, 0.59)  0.00
O (-2.15, 1.89, -0.06)  0.00
O (-0.03, 1.49, 0.07)  0.01
H (-2.82, 3.23, 1.86)  0.00
H (-1.17, 2.70, 5.78)  0.01
S (-4.00, -1.42, 0.07)  0.00
C (-5.01, -0.13, 0.40)  0.00
N (-4.65, 0.82, 1.32)  0.00
C (-5.39, 1.91, 1.66)  0.00
C (-6.60, 2.12, 1.08)  0.00
C (-7.04, 1.19, 0.12)  0.00
C (-6.28, 0.10, -0.21)  0.00
H (-3.74, 0.69, 1.74)  0.00
H (-4.95, 2.56, 2.40)  0.00
H (-7.18, 2.98, 1.35)  0.00
H (-7.99, 1.33, -0.37)  0.00
H (-6.60, -0.61, -0.95)  0.00